No. 1
DFT (ωB97M-V/def2-TZVPD) results for a structure of composition C47H51AsClN4S2Zr.

```
! wB97M-V def2-TZVPD RIJCOSX def2/J DEFGRID3
* xyz 1 1
Zr 0.508 -0.801 -0.590
C 2.264 2.055 0.157
N 1.417 1.106 0.899
C 2.240 0.487 1.983
C 3.138 -0.629 1.494
N 2.347 -1.755 0.956
C 1.834 -2.565 2.097
C 3.139 -2.672 0.145
C 4.502 -2.838 0.326
C 5.199 -3.768 -0.435
C 4.527 -4.547 -1.363
C 3.161 -4.390 -1.538
C 2.460 -3.452 -0.790
S 0.724 -3.223 -1.044
C 0.314 1.790 1.579
C 0.345 3.135 1.930
C -0.669 3.678 2.709
C -1.722 2.884 3.134
C -1.767 1.548 2.771
C -0.750 0.990 1.999
S -0.782 -0.720 1.617
H 2.655 2.842 0.807
H 1.704 2.501 -0.664
H 3.109 1.526 -0.263
H 1.558 0.108 2.741
H 2.847 1.272 2.447
H 3.746 -0.962 2.343
H 3.825 -0.278 0.726
H 2.677 -3.048 2.599
H 1.147 -3.323 1.726
H 1.297 -1.935 2.800
H 5.040 -2.251 1.059
H 6.265 -3.882 -0.291
H 5.067 -5.274 -1.954
H 2.624 -4.984 -2.266
H 1.154 3.780 1.623
H -0.626 4.724 2.981
H -2.513 3.302 3.743
H -2.586 0.911 3.081
C -4.267 -4.276 -4.421
C -2.907 -4.007 -4.424
C -2.327 -3.363 -3.339
C -3.108 -2.991 -2.251
C -4.470 -3.270 -2.245
C -5.047 -3.910 -3.331
As -2.249 -2.104 -0.744
C -2.591 -3.371 0.677
C -1.977 -4.594 0.882
C -2.359 -5.368 1.970
C -3.342 -4.912 2.840
C -3.959 -3.689 2.628
C -3.590 -2.910 1.538
C -4.174 -1.602 1.178
C -5.146 -0.928 1.909
C -5.619 0.300 1.473
C -5.128 0.865 0.303
C -4.153 0.201 -0.429
C -3.678 -1.025 0.004
H -4.720 -4.777 -5.265
H -2.295 -4.301 -5.267
H -1.258 -3.173 -3.329
H -5.079 -2.987 -1.394
H -6.107 -4.127 -3.327
H -1.209 -4.945 0.204
H -1.892 -6.329 2.139
H -3.634 -5.517 3.687
H -4.729 -3.353 3.309
H -5.537 -1.362 2.821
H -6.378 0.816 2.046
H -5.504 1.820 -0.039
H -3.775 0.649 -1.338
C -4.068 3.403 -3.314
C -2.601 3.155 -3.639
N -1.816 2.659 -2.501
C -1.418 3.670 -1.520
C -2.306 3.680 -0.284
C -1.521 1.363 -2.345
C -2.142 0.412 -3.320
N -0.764 0.917 -1.360
H -4.592 3.722 -4.214
H -4.185 4.184 -2.565
H -4.552 2.499 -2.942
H -2.130 4.083 -3.965
H -2.510 2.460 -4.468
H -1.468 4.632 -2.030
H -0.368 3.526 -1.247
H -3.340 3.892 -0.547
H -1.965 4.448 0.407
H -2.283 2.725 0.243
H -1.698 0.514 -4.309
H -3.210 0.613 -3.405
H -2.004 -0.611 -2.998
H -0.543 1.675 -0.715
Cl 0.528 -1.044 -3.857
C 1.474 0.427 -3.943
C 1.317 1.282 -5.015
C 2.093 2.431 -5.074
C 3.021 2.675 -4.070
C 3.163 1.790 -3.011
C 2.375 0.642 -2.898
C 2.456 -0.341 -1.790
H 0.612 1.042 -5.800
H 1.992 3.112 -5.907
H 3.655 3.550 -4.120
H 3.923 1.981 -2.263
H 3.362 -0.200 -1.203
H 2.545 -1.339 -2.234
*
```

Calculated total energy   -151838.544 eV
Gap between HOMO and LUMO   7.8 eV
Strongest force on any atom   0.506 eV/Å
HOMO energy   -10.11 eV

Löwdin population analysis, charges in e, atoms 1 to 2: number 1, Zr, carries 1.17; number 2, C, carries -0.08

No. 2
DFT (ωB97M-V/def2-TZVPD) results for a structure of composition C47H51CaN10OP2S2.

```
! wB97M-V def2-TZVPD RIJCOSX def2/J DEFGRID3
* xyz -1 1
Ca 0.326 0.712 -0.863
C 3.746 -0.880 -3.942
C 2.784 -0.802 -2.783
N 1.780 0.077 -2.749
N 1.797 0.892 -3.891
C 0.895 1.802 -4.039
N 1.063 2.605 -5.177
S -0.493 2.209 -3.070
C 2.964 -1.668 -1.671
C 3.834 -2.804 -1.743
C 4.076 -3.587 -0.657
C 3.451 -3.253 0.572
C 2.580 -2.190 0.553
N 2.266 -1.412 -0.491
H 3.930 0.114 -4.336
H 3.344 -1.468 -4.775
H 4.689 -1.327 -3.633
H 1.643 2.163 -5.876
H 0.199 2.987 -5.523
H 4.288 -3.057 -2.690
H 4.726 -4.451 -0.738
H 3.618 -3.809 1.485
H 2.084 -1.942 1.486
N -0.736 4.848 0.001
C -2.038 4.486 0.300
C -3.188 5.225 0.487
C -4.361 4.530 0.802
C -4.354 3.144 0.915
C -3.189 2.404 0.724
C -2.009 3.078 0.421
N -0.743 2.594 0.207
C 0.025 3.688 -0.077
C 1.382 3.678 -0.398
C 2.251 4.750 -0.675
S 3.824 4.139 -1.053
C 3.257 2.540 -0.804
N 2.015 2.431 -0.475
H -0.433 5.743 -0.330
H -3.189 6.304 0.389
H -5.283 5.079 0.952
H -5.277 2.625 1.151
H -3.188 1.324 0.801
H 2.034 5.804 -0.731
H 3.892 1.674 -0.955
C 3.848 0.297 2.125
C 3.356 0.497 3.533
C 4.286 0.909 4.494
C 3.919 1.182 5.797
C 2.587 1.064 6.177
C 1.655 0.653 5.243
C 2.022 0.337 3.929
P 0.752 -0.159 2.690
C -0.685 0.850 3.272
C -1.893 0.263 3.648
C -2.985 1.030 4.027
C -2.879 2.410 4.039
C -1.682 3.004 3.673
C -0.575 2.253 3.287
C 0.694 2.975 2.919
C 0.219 -1.852 3.257
C 0.422 -2.282 4.570
C 0.050 -3.547 4.997
C -0.536 -4.425 4.102
C -0.737 -4.023 2.794
C -0.365 -2.754 2.351
C -0.597 -2.425 0.897
H 4.567 1.080 1.877
H 3.051 0.323 1.384
H 4.352 -0.666 2.015
H 5.319 1.040 4.188
H 4.663 1.510 6.512
H 2.275 1.306 7.186
H 0.610 0.601 5.526
H -1.987 -0.815 3.666
H -3.914 0.545 4.303
H -3.728 3.027 4.308
H -1.602 4.086 3.655
H 0.462 3.967 2.530
H 1.259 2.453 2.143
H 1.347 3.086 3.787
H 0.886 -1.618 5.281
H 0.226 -3.840 6.024
H -0.821 -5.422 4.413
H -1.176 -4.713 2.082
H -0.864 -3.346 0.365
H 0.302 -2.046 0.414
C -3.063 -1.723 1.214
C -1.710 -1.461 0.618
O -1.538 -0.525 -0.126
H -3.614 -0.791 1.315
H -2.997 -2.244 2.166
H -3.596 -2.370 0.509
C -3.200 -3.592 -4.758
N -1.759 -3.606 -4.525
C -1.099 -3.026 -5.697
N -1.575 -1.694 -6.059
C -3.022 -1.752 -6.235
N -3.754 -2.279 -5.082
C -3.646 -1.363 -3.933
P -1.905 -1.039 -3.358
C -1.420 -2.840 -3.316
C -1.204 -0.700 -5.039
H -3.706 -3.981 -3.870
H -3.412 -4.260 -5.598
H -1.277 -3.693 -6.546
H -0.025 -2.979 -5.510
H -3.235 -2.403 -7.088
H -3.391 -0.749 -6.461
H -4.229 -1.770 -3.101
H -4.108 -0.409 -4.200
H -1.905 -3.316 -2.455
H -0.341 -2.903 -3.144
H -0.116 -0.638 -4.953
H -1.539 0.292 -5.349
*
```

Calculated total energy   -125206.670 eV
Gap between HOMO and LUMO (spin up / spin down)   4.3 / 4.0 eV
Strongest force on any atom   0.939 eV/Å
HOMO energy (spin up / spin down)   -2.10 / -1.79 eV

Löwdin population analysis, charges in e, atoms 1 to 2: number 1, Ca, carries 1.11; number 2, C, carries -0.07

No. 3
DFT (ωB97M-V/def2-TZVPD) results for a structure of composition C47H52ClGeN3O2TeW at a distorted geometry.

```
! wB97M-V def2-TZVPD RIJCOSX def2/J DEFGRID3
* xyz 3 2
W 0.336 -1.787 -0.932
Cl 5.361 -6.212 1.471
C 4.458 -4.972 0.707
C 4.937 -3.656 0.723
C 4.219 -2.635 0.130
C 2.998 -2.910 -0.465
O 2.269 -1.864 -0.937
C 2.525 -4.239 -0.536
C 1.413 -4.583 -1.370
N 0.673 -3.668 -1.917
C -0.202 -3.924 -3.000
C -0.301 -5.110 -3.686
C -1.161 -5.229 -4.789
C -1.895 -4.159 -5.215
C -1.799 -2.919 -4.543
C -2.541 -1.787 -4.931
C -2.433 -0.626 -4.208
C -1.585 -0.588 -3.110
N -0.819 -1.612 -2.734
C -0.937 -2.801 -3.433
C 3.281 -5.265 0.059
H 5.880 -3.446 1.211
H 4.584 -1.617 0.150
H 1.256 -5.646 -1.537
H 0.290 -5.971 -3.403
H -1.226 -6.177 -5.305
H -2.552 -4.243 -6.070
H -3.204 -1.853 -5.785
H -3.009 0.253 -4.458
H -1.530 0.289 -2.487
H 2.938 -6.291 -0.002
C 0.298 8.778 -0.058
C 0.057 7.309 -0.040
C -1.151 6.775 0.428
C -1.385 5.420 0.449
C -2.705 4.910 0.961
C -0.366 4.550 -0.053
Te -0.934 2.583 -0.189
N -1.248 -0.627 -0.279
C -1.787 -1.682 0.152
O -0.858 -2.818 0.056
C -3.102 -1.999 0.690
C -4.024 -0.957 0.822
C -5.270 -1.214 1.361
C -5.598 -2.505 1.765
C -4.682 -3.539 1.632
C -3.429 -3.291 1.095
C 0.207 1.890 -1.827
C 1.141 0.860 -1.639
C 1.905 0.417 -2.716
C 1.668 0.933 -3.987
C 0.717 1.918 -4.162
C -0.020 2.438 -3.085
C -0.990 3.559 -3.339
C 0.900 5.062 -0.459
C 2.063 4.188 -0.838
C 1.069 6.425 -0.456
H -0.590 9.342 0.215
H 0.634 9.098 -1.046
H 1.099 9.030 0.642
H -1.922 7.448 0.782
H -3.242 5.708 1.470
H -2.581 4.102 1.686
H -3.346 4.554 0.153
H -3.751 0.041 0.501
H -5.990 -0.414 1.469
H -6.575 -2.704 2.186
H -4.946 -4.538 1.949
H -2.712 -4.095 0.994
H 1.443 0.591 -0.622
H 2.701 -0.298 -2.566
H 2.250 0.582 -4.828
H 0.547 2.329 -5.150
H -1.140 3.704 -4.407
H -0.619 4.501 -2.926
H -1.966 3.372 -2.886
H 2.072 3.254 -0.277
H 2.994 4.710 -0.625
H 2.062 3.946 -1.903
H 2.026 6.837 -0.755
C 3.885 -1.544 3.745
C 3.103 -2.760 4.220
C 1.607 -2.684 3.934
C 1.242 -2.810 2.434
Ge 1.001 -1.013 1.681
C -0.307 0.024 2.689
C 0.334 1.171 3.486
C -0.663 2.267 3.852
C -1.807 1.773 4.728
H 4.932 -1.605 4.043
H 3.481 -0.623 4.175
H 3.863 -1.444 2.656
H 3.242 -2.884 5.295
H 3.505 -3.670 3.762
H 1.203 -1.761 4.368
H 1.094 -3.492 4.459
H 0.287 -3.320 2.309
H 2.000 -3.393 1.911
H 2.299 -0.232 1.390
H -0.776 -0.698 3.363
H -1.103 0.372 2.029
H 1.185 1.603 2.949
H 0.749 0.767 4.415
H -1.067 2.704 2.931
H -0.128 3.077 4.354
H -2.415 1.022 4.219
H -2.467 2.590 5.018
H -1.425 1.323 5.646
*
```

Calculated total energy   -136280.743 eV
Gap between HOMO and LUMO (spin up / spin down)   6.3 / 5.2 eV
Strongest force on any atom   1.547 eV/Å
HOMO energy (spin up / spin down)   -15.50 / -15.50 eV
Expectation value of S²   0.766

Löwdin population analysis, charges in e, atoms 1 to 2: number 1, W, carries 1.69; number 2, Cl, carries 0.78

No. 4
DFT (ωB97M-V/def2-TZVPD) results for a structure of composition C47H53Cl2N3O4P2PbSi2 at a distorted geometry.

```
! wB97M-V def2-TZVPD RIJCOSX def2/J DEFGRID3
* xyz -2 1
Pb -0.979 0.890 0.212
O -1.145 -4.294 1.446
C -0.634 -3.172 1.448
O -0.066 -2.561 0.515
C -0.496 -2.440 2.816
C -1.040 -3.183 4.063
C -1.885 -2.349 4.955
C -2.078 -1.062 4.720
C -1.485 -0.409 3.553
N -0.780 -1.026 2.678
C -1.680 1.133 3.495
O -2.161 1.621 4.525
O -1.313 1.800 2.481
H -1.556 -4.104 3.781
H -2.338 -2.837 5.814
H -2.692 -0.436 5.352
C 0.290 3.853 -3.423
Si 0.383 3.788 -1.507
C 0.888 5.539 -0.887
C 1.975 2.830 -1.116
N -0.980 3.006 -0.858
C -2.267 3.520 -0.905
C -2.523 4.826 -1.337
C -3.789 5.396 -1.337
C -4.866 4.635 -0.929
C -4.653 3.316 -0.552
C -3.389 2.715 -0.522
N -3.229 1.381 -0.185
Si -4.463 0.369 0.419
C -3.780 -1.372 0.743
C -5.216 0.987 2.060
C -5.965 0.017 -0.735
H 1.226 4.130 -3.911
H -0.484 4.550 -3.749
H 0.008 2.865 -3.791
H 1.809 5.883 -1.363
H 1.071 5.488 0.188
H 0.126 6.301 -1.045
H 2.705 2.949 -1.918
H 1.756 1.768 -1.014
H 2.430 3.164 -0.184
H -1.688 5.415 -1.689
H -3.921 6.427 -1.646
H -5.870 5.044 -0.912
H -5.505 2.716 -0.262
H -3.397 -1.439 1.760
H -2.964 -1.639 0.070
H -4.556 -2.130 0.636
H -4.410 1.267 2.739
H -5.826 0.228 2.555
H -5.835 1.873 1.912
H -5.656 -0.539 -1.622
H -6.455 0.928 -1.078
H -6.714 -0.582 -0.212
C 4.025 -1.927 -0.089
C 3.657 -1.752 1.408
P 2.151 -0.667 1.825
C 2.989 0.836 2.499
C 4.123 0.828 3.308
C 4.617 2.009 3.839
C 3.972 3.212 3.585
C 2.828 3.230 2.804
C 2.347 2.049 2.256
C 1.785 -1.477 3.446
C 0.997 -2.756 3.291
C 0.413 -3.446 4.555
C 0.786 -2.777 5.835
C 1.434 -1.616 5.864
C 1.882 -0.921 4.661
C 3.083 -2.769 -0.979
P 1.831 -1.783 -1.948
C 2.936 -1.481 -3.436
C 2.387 -1.491 -4.721
C 3.168 -1.272 -5.844
C 4.524 -1.013 -5.718
C 5.085 -0.964 -4.453
C 4.297 -1.185 -3.334
C 0.840 -3.082 -2.792
C 1.313 -4.355 -3.083
C 0.495 -5.285 -3.706
C -0.795 -4.943 -4.077
C -1.262 -3.659 -3.830
C -0.450 -2.736 -3.192
H 5.011 -2.408 -0.114
H 4.127 -0.924 -0.506
H 4.534 -1.309 1.887
H 3.475 -2.735 1.850
H 4.617 -0.107 3.548
H 5.504 1.987 4.461
H 4.365 4.129 4.007
H 2.307 4.160 2.621
H 1.452 2.070 1.650
H 1.509 -3.453 2.623
H 0.637 -4.516 4.610
H 0.491 -3.277 6.752
H 1.664 -1.143 6.812
H 2.312 0.061 4.805
H 2.520 -3.473 -0.368
H 3.679 -3.329 -1.704
H 1.330 -1.685 -4.845
H 2.712 -1.311 -6.827
H 5.138 -0.856 -6.596
H 6.144 -0.764 -4.333
H 4.767 -1.142 -2.364
H 2.324 -4.631 -2.814
H 0.872 -6.281 -3.906
H -1.439 -5.678 -4.544
H -2.262 -3.382 -4.139
H -0.817 -1.739 -2.967
Cl -4.313 1.250 -6.086
C -3.148 1.092 -4.764
Cl -3.616 2.043 -3.337
H -2.195 1.459 -5.132
H -3.103 0.039 -4.500
*
```

Calculated total energy   -126889.970 eV
Gap between HOMO and LUMO   5.7 eV
Strongest force on any atom   1.236 eV/Å
HOMO energy   -1.83 eV

Löwdin population analysis, charges in e, atoms 1 to 2: number 1, Pb, carries 1.29; number 2, O, carries -0.02